(1)
10
Properties=species:S:1:pos:R:3 method="wB97M-V/def2-TZVPD" relative_energy_ev=2.1026 homo_lumo_gap_ha=0.34731 spin_multiplicity=1
N -1.22978 -0.02889 -0.38897
N -0.97254 1.26278 -0.29614
C 0.96689 -0.52767 0.28989
C -0.38153 -0.91903 -0.12302
H 0.94466 -0.10682 1.31877
H 1.55525 0.05673 -0.41223
H 1.61956 -1.38066 0.37199
H -0.10117 1.62780 0.15464
H -0.78651 -1.96191 -0.16095
H -1.61483 1.97767 -0.75399


(2)
75
Properties=species:S:1:pos:R:3 method="wB97M-V/def2-TZVPD" relative_energy_ev=0.3309 homo_lumo_gap_ha="0.25572 / 0.25909" s2=0.756 spin_multiplicity=2
Te -0.17790 0.30334 1.67258
Ru 1.46204 -0.19043 -0.34693
S 2.68659 -1.58474 -1.91034
S 1.60445 -3.24571 1.62784
P 1.35304 1.11062 3.37172
O 2.62229 0.37203 3.43450
O 1.43299 1.43584 -1.43800
O 1.65575 2.64057 3.00649
O 0.20119 -3.50096 1.77119
O 0.59240 1.18880 4.76062
O 2.04148 3.53180 -1.78874
O 2.37287 -2.86220 2.76888
O -2.48941 1.14572 -4.70082
N 1.83261 -2.14002 0.38665
N -0.31706 -0.71268 -1.39079
N -3.93221 1.58098 -3.00946
N 3.24963 0.30181 0.67917
C -3.87054 3.93487 -3.77590
C 3.25069 -6.70419 0.21712
C -2.87803 0.93681 -3.56475
C -2.01500 -2.32038 -1.84728
C 2.38216 -4.56655 0.71730
C -2.20004 -0.11008 -2.72142
C -0.62199 0.52435 5.13870
C 2.40689 -2.67992 -0.66557
C -4.28458 1.51618 -1.59649
C 2.32593 2.40420 -1.45365
C 3.79602 1.65281 0.45639
C -0.98625 0.18319 -2.11949
C -2.72595 -1.38671 -2.58572
C 3.63258 -6.24908 -1.04166
C 2.75593 -4.10272 -0.53432
C -5.55317 0.71847 -1.33759
C 3.39379 -4.93903 -1.43372
C 0.72973 4.30659 1.57284
C -0.33939 -0.89106 5.58368
C -4.59859 2.59965 -3.81612
C 2.61681 -5.86163 1.12407
C 3.72761 2.04523 -1.01049
C 0.63231 3.63967 2.92516
C -0.82377 -1.94237 -1.25963
H -5.78695 0.71454 -0.27283
H -5.61855 2.69878 -3.43924
H 4.12763 -6.92816 -1.72217
H 0.06725 -1.47664 4.75776
H -3.79999 4.31738 -2.75607
H -1.32589 0.53973 4.30255
H 4.34525 2.92448 -1.18887
H 3.21612 2.34591 1.06929
H 4.10955 1.22591 -1.62926
H -0.35616 3.19381 3.06708
H -2.37658 -3.32918 -1.71086
H 0.37967 -0.89728 6.40188
H 4.83069 1.70130 0.80358
H -4.40048 4.67505 -4.37596
H -5.43224 -0.31490 -1.66415
H -6.40586 1.14314 -1.86833
H -4.65300 2.23269 -4.84011
H -3.45259 1.09091 -1.03696
H -3.66711 -1.64462 -3.05421
H -0.52769 1.15873 -2.20708
H 3.93908 -0.37961 0.36348
H -1.26125 -1.36618 5.92212
H 3.45449 -7.72885 0.49624
H 0.57788 3.57995 0.77359
H -0.26878 -2.63194 -0.63688
H 3.15854 0.15767 1.69536
H -0.03947 5.07494 1.47798
H 2.32582 -6.20633 2.10622
H -2.86433 3.82369 -4.17703
H 0.80542 4.34366 3.74165
H 3.69420 -4.57426 -2.40699
H -1.03863 1.13187 5.94144
H -4.40288 2.54181 -1.23601
H 1.70294 4.77896 1.43679


(3)
13
Properties=species:S:1:pos:R:3 method="wB97M-V/def2-TZVPD" relative_energy_ev=0.3980 homo_lumo_gap_ha=0.29372 spin_multiplicity=1
I -0.68709 1.03647 -3.51259
O -0.94757 2.04408 -0.40238
N -0.37055 0.21618 -1.70014
N -0.09234 0.02252 0.50878
C -0.57110 0.88656 -0.43905
C 0.10583 -1.12517 -1.47328
C 0.26981 -1.22695 -0.13819
C 0.19371 0.41380 1.90230
H 0.40406 -1.84513 -2.13987
H 1.11548 0.94075 1.94548
H 0.77392 -1.96231 0.50842
H 0.33298 -0.39711 2.49600
H -0.52712 0.99631 2.44451


(4)
13
Properties=species:S:1:pos:R:3 method="wB97M-V/def2-TZVPD" relative_energy_ev=2.1918 homo_lumo_gap_ha=0.21147 spin_multiplicity=1
S -0.51087 -0.57325 1.00703
N -0.49418 0.01471 -2.18055
C 0.91945 -0.22723 2.04900
C 0.34626 1.20064 -1.82010
H 0.99463 0.80537 -1.05015
H 0.71108 0.49607 2.83400
H 0.96264 1.51490 -2.65697
H -0.29398 1.99228 -1.45575
H -1.22789 -0.10580 -1.46707
H 1.14957 -1.15502 2.57992
H -0.85163 0.07694 -3.13758
H 1.86566 0.06117 1.58139
H 0.10858 -0.80105 -2.27365


(5)
26
Properties=species:S:1:pos:R:3 method="wB97M-V/def2-TZVPD" relative_energy_ev=2.4235 homo_lumo_gap_ha=0.37608 spin_multiplicity=1
N 2.71150 -1.42174 0.59250
C -0.12213 -0.23736 -2.91891
C -1.62420 0.20850 -0.66585
C 0.77441 0.94352 1.42197
C 0.45887 -0.42286 -1.71152
C -2.25171 0.16775 -1.89243
C -0.28056 -0.24897 -0.57006
C -0.56952 -1.22719 1.74181
C 1.58727 1.87797 0.44712
C 1.60687 -1.16680 0.74264
C -0.40824 -1.35946 3.04180
C -1.49693 0.02300 -3.04144
C 0.35524 -0.45155 0.80304
H -3.33266 0.38547 -1.86460
H 0.42620 -0.76108 3.53053
H 1.97440 2.69382 0.95587
H 1.03776 2.18443 -0.36099
H -1.22868 -1.96297 1.42754
H 1.46626 -0.73940 -1.54755
H 2.49235 1.29547 0.05493
H -2.00927 0.02268 -4.06104
H -1.00149 -1.95820 3.59452
H 1.55947 0.71365 2.30374
H -0.16316 1.43251 1.67551
H -2.35452 0.46918 0.13262
H 0.39247 -0.46037 -3.83175


(6)
14
Properties=species:S:1:pos:R:3 method="wB97M-V/def2-TZVPD" relative_energy_ev=1.5787 homo_lumo_gap_ha=0.30693 charge=+1 spin_multiplicity=1
S -2.44431 -0.16463 0.90686
N 0.07489 -0.17777 -0.17628
C 0.58529 -0.50988 1.34104
C -2.38649 0.00078 -0.91517
C -1.17032 0.55428 -0.17553
C 0.65834 -0.71932 -1.17171
H 1.44987 0.08040 1.64480
H -0.32744 -0.39408 1.94613
H -3.15016 0.58871 -1.31071
H 0.33019 -0.33473 -2.10727
H 0.83890 -1.63329 1.30779
H -1.03728 1.60404 -0.03452
H -2.33054 -1.06627 -1.31066
H 1.36845 -1.39639 -0.97306